Entry from the OMol25 dataset: a structure of composition H26HeO13 at a distorted geometry (ωB97M-V/def2-TZVPD).

Properties
Energy relative to the best compared isomer or geometry (same formula, charge and spin), kJ/mol: 89.4
E_HOMO, Eh: -0.3497
Electronic energy, Ha: -996.632201
LUMO level, eV: -0.40
Largest force on an atom, eV Å⁻¹: 1.4
HOMO-LUMO gap, Eh: 0.3352

```
! wB97M-V def2-TZVPD RIJCOSX def2/J DEFGRID3
* xyz 0 1
He -0.2074 0.2361 -0.2938
O 0.5884 -1.0806 -2.8883
H 1.0354 -1.4175 -2.1118
H 0.8155 -1.6986 -3.5830
O -3.2688 -1.2331 -1.5215
H -2.6395 -0.5429 -1.7311
H -4.1087 -0.7793 -1.4527
O 2.2444 1.3995 1.3276
H 1.9667 2.3008 1.1634
H 2.9483 1.2467 0.6973
O -0.6384 -2.8366 3.0683
H -0.0890 -2.2432 2.5561
H -1.1713 -3.2926 2.4170
O -1.0681 1.3649 3.0522
H -0.4750 1.4086 2.3022
H -0.4901 1.2838 3.8109
O 1.9871 1.1957 -2.7258
H 1.3667 1.8173 -2.3453
H 1.4584 0.4251 -2.9327
O 4.0250 1.1586 -0.9160
H 3.2129 1.1446 -1.4225
H 4.1419 2.0776 -0.6754
O -1.7239 0.9242 -2.2598
H -1.0249 0.2863 -2.4039
H -1.8379 1.3511 -3.1089
O 1.3315 -1.2952 1.9456
H 1.5915 -0.3757 2.0017
H 1.9986 -1.7642 2.4468
O 0.2834 3.2666 -1.7406
H -0.6083 3.0192 -1.4957
H 0.7008 3.5088 -0.9139
O -2.9650 -1.8057 1.1953
H -3.8653 -2.1097 1.3108
H -2.9297 -1.4990 0.2893
O 2.0700 -2.1426 -0.6404
H 2.9744 -1.8297 -0.6624
H 1.7601 -1.9194 0.2373
O -3.4667 0.3198 2.7694
H -2.5807 0.6655 2.8776
H -3.3421 -0.5349 2.3568
*
```

Atom charges from the Löwdin analysis, given in e for atoms 1 to 8: 0.167 -0.044 0.007 0.076 -0.045 -0.017 0.058 -0.049

***

Entry from the OMol25 dataset: the molecule C10H12NPS at a distorted geometry (ωB97M-V/def2-TZVPD).

Properties
Energy relative to the best compared isomer or geometry (same formula, charge and spin), kJ/mol: 189.5
E_HOMO, Eh: -0.3076
Electronic energy, Ha: -1182.445092
LUMO level, eV: -0.93
Largest force on an atom, eV Å⁻¹: 4.1
HOMO-LUMO gap, Eh: 0.2733

```
! wB97M-V def2-TZVPD RIJCOSX def2/J DEFGRID3
* xyz 0 1
C -1.8529 -1.3591 2.7828
C -1.1435 -0.8868 1.5996
C -0.8337 0.4550 1.7423
C -0.6656 -1.7488 0.5282
C 0.0455 -1.4700 -0.6198
C -0.1726 1.4341 0.9478
C -0.2510 1.0880 -0.5329
C 0.5253 -0.1221 -1.1194
C 1.9796 0.1494 -0.8556
C 0.3577 -0.1722 -2.7288
N -1.9862 -0.4842 3.7385
P 0.2478 2.8791 1.6223
S -1.3303 0.9658 3.3873
H -2.2471 -2.2907 3.0325
H -0.9570 -2.8072 0.6969
H 0.5688 -2.2544 -1.1065
H -1.2272 0.8806 -0.6430
H 0.0065 2.0920 -1.0492
H 2.2798 1.2837 -1.0816
H 2.5891 -0.4959 -1.4327
H 2.3211 0.0460 0.1459
H 1.0667 0.3036 -3.3164
H -0.6093 0.1935 -3.0583
H 0.4004 -1.1998 -3.1136
H 0.8882 3.5204 0.4337
*
```

Atom charges from the Löwdin analysis, given in e for atoms 1 to 8: -0.200 -0.221 -0.486 -0.021 -0.024 -0.683 -0.176 -0.494

***

Entry from the OMol25 dataset: a structure of composition C4H5CsMgO3 at a distorted geometry (ωB97M-V/def2-TZVPD).

Properties
Energy relative to the best compared isomer or geometry (same formula, charge and spin), kJ/mol: 0.0
E_HOMO, Eh: -0.5440
Electronic energy, Ha: -600.833560
LUMO level, eV: -9.22
Largest force on an atom, eV Å⁻¹: 3.6
HOMO-LUMO gap, Eh: 0.2050

```
! wB97M-V def2-TZVPD RIJCOSX def2/J DEFGRID3
* xyz 2 1
Mg 2.0726 -0.9485 -1.7224
O 1.1061 0.4155 -0.4281
C 1.6259 1.5726 0.2743
H 1.1839 2.4737 -0.1606
H 1.3619 1.4937 1.3329
H 2.7084 1.5476 0.1328
C -1.4426 -2.0388 -0.1753
C -0.5320 -1.2718 -0.7999
O 0.3188 -1.6231 -1.7440
C -0.1851 0.0824 -0.2252
O -0.8732 0.7493 0.5157
Cs -3.8014 2.2873 2.7735
H -2.0067 -1.6483 0.6682
H -1.5366 -3.0916 -0.4420
*
```

Atom charges from the Löwdin analysis, given in e for atoms 1 to 8: 1.410 -0.151 0.028 0.120 0.116 0.107 0.149 -0.417

***

Entry from the OMol25 dataset: a structure of composition C18H20AuN2OS3 at a distorted geometry (ωB97M-V/def2-TZVPD).

Properties
E_HOMO (spin up / spin down), Eh: -0.4140 / -0.4172
Electronic energy, Ha: -2212.593774
LUMO level (spin up / spin down), eV: -3.69 / -6.21
Largest force on an atom, eV Å⁻¹: 1.6
HOMO-LUMO gap (spin up / spin down), Eh: 0.2785 / 0.1889

```
! wB97M-V def2-TZVPD RIJCOSX def2/J DEFGRID3
* xyz 1 3
Au 0.4446 0.5412 0.3286
C -0.6334 -1.8752 -3.3604
C 0.1257 -1.4724 -2.1268
N -0.4874 -0.6131 -1.3311
N -1.7552 -0.3514 -1.4929
C -2.3535 0.5471 -0.7390
S -1.5878 1.6588 0.3409
S -4.0616 0.6034 -1.0446
C -4.7987 1.4096 0.4304
C -5.3151 0.3706 1.3876
C -4.4486 -0.5318 1.9997
C -4.9341 -1.4865 2.8762
C -6.2936 -1.5566 3.1494
C -7.1605 -0.6551 2.5523
C -6.6739 0.3013 1.6735
C 1.4332 -1.9751 -1.8346
C 1.8379 -3.1677 -2.4876
C 3.0926 -3.6908 -2.3702
C 4.0747 -3.0112 -1.6090
C 3.7404 -1.8914 -0.9232
C 2.4097 -1.3608 -0.9310
O 2.2220 -0.3742 -0.1520
H -0.8140 -0.9790 -3.9560
H -0.1102 -2.5928 -3.9771
H -1.6113 -2.2612 -3.0721
H -4.0373 2.0484 0.8664
H -5.6093 2.0243 0.0453
H -3.3858 -0.4852 1.7965
H -4.2520 -2.1836 3.3466
H -6.6762 -2.3153 3.8189
H -8.2202 -0.6993 2.7655
H -7.3550 1.0064 1.2116
H 1.1126 -3.7192 -3.0645
H 3.3357 -4.6214 -2.8631
H 5.0818 -3.4017 -1.5501
H 4.4549 -1.3652 -0.3053
C 0.4017 1.4315 3.8701
S -0.3073 -0.0040 3.0287
C 0.5841 -1.3409 3.8590
H 0.1584 1.3802 4.9291
H -0.0610 2.3132 3.4321
H 1.4789 1.4593 3.7261
H 1.6563 -1.2404 3.7085
H 0.2256 -2.2725 3.4278
H 0.3457 -1.3150 4.9205
*
```

Atom charges from the Löwdin analysis, given in e for atoms 1 to 8: 0.757 -0.003 -0.213 -0.060 -0.076 -1.028 0.598 1.020